Computed, not measured: a structure of composition C50H54N9O7Tl, with the ωB97M-V functional and the def2-TZVPD basis.

Properties
- 2S+1: 1
- Calculated total energy: -85163.13332 eV
- Energy relative to the best compared isomer or geometry (same formula, charge and spin): 0.0 kcal/mol

Structure (XYZ):
```
121
Properties=species:S:1:pos:R:3:forces:R:3:mulliken_charge:R:1
Tl -0.2204 -0.2778 -0.1766 0.23 -0.07 -0.04 3.291
O 0.5048 1.1440 1.2627 -0.10 -0.04 -0.01 -0.862
C 1.4882 2.1161 1.0977 0.02 0.04 0.00 2.383
C 1.7149 2.4938 -0.3893 0.01 0.05 -0.08 -0.947
C 2.4446 1.4308 -1.1529 0.01 0.08 0.00 -0.180
C 3.7719 1.6090 -1.5264 -0.01 -0.02 0.01 -0.827
C 4.4329 0.5901 -2.1835 -0.03 0.00 0.01 -1.273
C 3.7476 -0.5779 -2.4726 0.00 0.03 0.02 -0.697
C 2.4218 -0.6884 -2.0863 0.04 -0.03 -0.03 -0.947
C 1.6204 -1.9163 -2.3761 0.00 -0.03 -0.08 -0.966
C 1.4811 -2.8186 -1.1284 -0.05 0.05 0.05 1.550
O 1.0001 -2.1009 -0.0391 0.03 -0.11 -0.13 -0.283
C 0.5690 -4.0225 -1.4173 -0.04 0.04 0.01 -0.182
C 0.2256 -4.8324 -0.3363 -0.01 0.01 -0.01 -0.304
C -0.5751 -5.9470 -0.5022 -0.01 -0.01 0.00 -0.741
C -1.0529 -6.2801 -1.7654 -0.01 0.00 0.00 -0.776
C -0.7116 -5.4888 -2.8483 -0.02 -0.01 0.00 -0.857
C 0.0979 -4.3701 -2.6755 -0.03 0.02 0.03 0.388
C 2.8617 -3.4158 -0.8066 0.01 0.03 0.03 0.168
C 3.5303 -4.1983 -1.7460 0.02 -0.01 -0.02 -0.361
C 4.7669 -4.7516 -1.4609 0.00 0.00 -0.01 -0.894
C 5.3525 -4.5427 -0.2187 0.01 -0.01 0.01 -0.664
C 4.6867 -3.7795 0.7253 0.02 0.02 0.03 -1.053
C 3.4499 -3.2168 0.4318 0.02 0.01 -0.02 0.411
N 1.7983 0.2980 -1.4348 -0.04 0.03 0.07 0.713
C 2.8564 1.6686 1.6317 -0.03 -0.02 0.03 -0.017
C 3.8709 2.6035 1.8285 -0.01 0.02 -0.01 -0.295
C 5.1374 2.2076 2.2244 0.00 0.02 0.00 -1.038
C 5.4091 0.8623 2.4330 0.01 -0.03 0.00 -0.714
C 4.4047 -0.0720 2.2407 0.00 0.01 -0.03 -0.563
C 3.1348 0.3271 1.8404 -0.01 0.02 0.02 0.709
C 1.0160 3.3387 1.8945 0.01 0.03 0.04 -0.074
C 1.1021 3.2957 3.2867 0.00 0.00 -0.01 -0.437
C 0.6515 4.3481 4.0631 0.01 0.00 0.00 -0.926
C 0.0884 5.4678 3.4606 0.00 0.02 0.00 -0.659
C -0.0184 5.5151 2.0813 -0.01 0.01 0.00 -0.786
C 0.4462 4.4585 1.3046 -0.01 0.00 0.01 -0.342
H 2.3050 3.4103 -0.4353 -0.01 0.00 -0.02 1.013
H 0.7469 2.6861 -0.8501 0.05 -0.02 0.02 -0.873
H 4.2710 2.5349 -1.2793 0.02 0.02 0.00 0.539
H 5.4698 0.7037 -2.4710 0.02 0.00 0.00 0.432
H 4.2245 -1.4008 -2.9860 0.02 -0.02 -0.01 0.575
H 2.0879 -2.4625 -3.1966 -0.01 0.02 0.03 1.518
H 0.6230 -1.6185 -2.7024 -0.02 0.01 0.02 -0.625
H 0.6095 -4.5686 0.6414 0.01 0.01 0.03 0.392
H -0.8211 -6.5692 0.3496 -0.01 -0.01 0.02 0.454
H -1.6746 -7.1554 -1.9012 -0.01 -0.02 -0.01 0.404
H -1.0695 -5.7419 -3.8389 0.00 0.00 -0.01 0.451
H 0.3488 -3.7703 -3.5402 0.01 0.03 -0.03 0.440
H 3.0719 -4.3954 -2.7084 -0.01 -0.01 -0.01 0.370
H 5.2716 -5.3547 -2.2045 0.01 -0.01 -0.02 0.423
H 6.3166 -4.9776 0.0104 0.01 0.00 0.00 0.394
H 5.1340 -3.6185 1.6986 0.00 0.01 0.01 0.448
H 2.9235 -2.6140 1.1560 -0.02 0.06 0.05 0.322
H 3.6629 3.6570 1.6788 -0.01 0.02 0.00 0.428
H 5.9116 2.9487 2.3759 0.01 0.02 0.00 0.425
H 6.3965 0.5467 2.7433 0.02 -0.01 0.01 0.402
H 4.6140 -1.1213 2.3930 0.01 -0.10 0.01 0.378
H 2.3515 -0.3994 1.6743 -0.05 -0.05 -0.01 -0.092
H 1.5340 2.4225 3.7578 0.02 -0.03 0.01 0.418
H 0.7368 4.2977 5.1409 0.00 0.00 0.03 0.382
H -0.2645 6.2934 4.0644 -0.01 0.02 0.01 0.390
H -0.4639 6.3753 1.5990 -0.01 0.02 -0.01 0.447
H 0.3441 4.5234 0.2296 0.00 0.00 -0.04 0.245
C -3.1174 -3.7219 3.6458 -0.03 -0.04 -0.02 -1.255
N -1.8638 -3.0290 3.4006 0.01 0.04 0.00 0.203
C -0.6292 -3.6905 3.7751 0.02 -0.02 -0.01 -1.196
C -1.7804 -1.9769 2.5192 0.05 0.05 0.02 -0.304
N -0.7259 -1.5851 1.9210 -0.15 -0.03 0.11 0.259
N -2.9933 -1.3139 2.3369 -0.05 -0.07 0.06 0.382
C -3.2673 -0.2944 1.4441 0.00 0.12 0.13 -0.143
N -4.5625 0.1865 1.5737 0.03 0.05 0.03 -0.589
N -2.4404 0.1303 0.5806 -0.07 -0.13 -0.06 0.405
H -2.9002 -4.7409 3.9583 0.00 0.02 0.01 0.411
H -3.7249 -3.7873 2.7408 -0.01 0.00 0.00 0.398
H -3.7067 -3.2534 4.4412 -0.01 0.00 0.00 0.289
H -0.8206 -4.3300 4.6335 0.00 0.00 0.00 0.492
H 0.1176 -2.9530 4.0678 0.01 0.01 0.00 0.321
H -0.2191 -4.3041 2.9656 0.01 -0.01 -0.01 0.365
H 0.0667 -2.2016 2.0381 0.08 -0.03 -0.06 -0.434
H -3.7560 -1.5877 2.9324 0.07 0.02 -0.06 0.291
H -4.9163 0.2162 2.5196 0.00 -0.01 -0.02 0.225
H -4.6836 1.0806 1.1165 0.00 -0.02 -0.01 0.251
H -2.8006 0.8961 0.0236 0.00 0.06 -0.05 -0.337
O -0.0859 1.6899 -3.2937 0.05 -0.05 -0.13 -0.748
C -0.9346 2.0552 -2.4862 0.13 0.17 0.03 -0.196
O -1.2385 1.4783 -1.3861 -0.19 -0.09 0.15 0.283
C -1.7022 3.3350 -2.7736 -0.01 0.02 -0.10 0.321
C -1.5067 3.9661 -3.9991 -0.03 -0.03 0.02 -0.427
C -2.1864 5.1309 -4.3072 0.02 0.01 0.02 -0.729
C -3.0546 5.6514 -3.3626 0.15 0.06 0.08 0.004
C -3.2624 5.0544 -2.1332 0.05 0.00 -0.01 -0.799
C -2.5777 3.8844 -1.8438 -0.01 0.00 0.03 0.224
N -3.7830 6.8918 -3.6784 -0.45 -0.45 -0.26 1.025
O -3.6019 7.3899 -4.7696 0.20 0.22 -0.07 -0.630
O -4.5879 7.2951 -2.8651 0.05 0.21 0.22 -0.620
H -0.8119 3.5230 -4.6980 0.02 -0.01 -0.02 0.549
H -2.0545 5.6373 -5.2515 0.00 0.00 0.01 0.507
H -3.9406 5.5034 -1.4232 0.00 0.00 0.00 0.539
H -2.7144 3.4129 -0.8812 -0.04 0.04 -0.13 0.304
C -1.8458 -0.7625 -3.9100 0.03 0.01 -0.01 -1.446
C -2.2064 -1.6710 -2.7944 0.04 0.04 -0.05 -0.084
N -1.6970 -1.6861 -1.5827 0.03 -0.01 0.01 0.772
C -2.3311 -2.6966 -0.8951 -0.06 -0.03 -0.01 -0.144
C -3.2413 -3.2948 -1.6993 0.06 -0.04 0.00 -1.494
N -3.1493 -2.6353 -2.9041 -0.06 -0.02 -0.07 0.077
H -0.9049 -0.2557 -3.7029 -0.05 0.01 -0.01 -0.080
H -2.6057 0.0104 -4.0426 0.00 0.02 0.00 0.409
H -1.7563 -1.3168 -4.8450 -0.01 -0.02 -0.02 0.456
H -2.0563 -2.9362 0.1149 0.02 -0.03 0.04 0.500
H -3.9010 -4.1270 -1.5462 -0.04 -0.05 0.02 0.448
H -3.6759 -2.8362 -3.7375 0.04 0.02 0.06 0.225
C -3.6750 3.3669 3.1942 0.02 -0.02 0.00 -1.915
C -2.4010 2.8239 2.5869 0.08 0.05 0.04 1.455
O -2.4806 2.9884 1.1770 -0.21 -0.07 0.00 -0.427
H -3.6438 3.2871 4.2810 0.01 -0.01 0.03 0.425
H -4.5538 2.8267 2.8359 -0.02 0.00 -0.01 0.334
H -3.7978 4.4172 2.9321 0.00 0.03 -0.01 0.358
H -2.2530 1.7653 2.8344 -0.01 0.02 0.03 -0.123
H -1.5415 3.3708 2.9800 -0.04 -0.05 -0.03 -0.317
H -1.6834 2.6127 0.7779 0.20 -0.05 0.10 -0.112
```
Positions in Å, forces in eV/Å.


Computed, not measured: a cluster of 7 separate species, C32H34F32O10 in total at a distorted geometry, with the ωB97M-V functional and the def2-TZVPD basis.

Properties
- 2S+1: 1
- Calculated total energy: -141171.98513 eV
- SMILES: FC(F)C(F)(F)COC(F)(F)C(F)F.FC(F)C(F)(F)COC(F)(F)C(F)F.FC(F)C(F)(F)COC(F)(F)C(F)F.FC(F)C(F)(F)COC(F)(F)C(F)F.O=C1CCCO1.O=C1CCCO1.O=C1CCCO1
- Energy relative to the best compared isomer or geometry (same formula, charge and spin): 0.0 kcal/mol

Structure (XYZ):
```
108
Properties=species:S:1:pos:R:3:forces:R:3:mulliken_charge:R:1
O -0.1120 7.3234 1.4349 0.06 -0.01 -0.16 -0.601
C 0.2470 6.2458 1.0607 -0.48 -0.05 0.19 0.485
O 1.1415 5.5181 1.7688 0.36 0.10 0.27 -0.400
C 1.3434 4.2168 1.2429 -0.43 -0.81 -0.77 0.073
C 0.3577 4.0451 0.0721 -1.27 1.01 -0.25 0.751
C -0.1688 5.4765 -0.1750 1.19 0.11 0.10 -0.493
H 1.1151 3.4828 2.0142 0.15 0.08 0.17 0.303
H 2.3677 4.0610 0.9041 0.13 0.39 0.20 -0.166
H -0.5135 3.4666 0.3641 0.29 -0.39 0.01 -0.721
H 0.7421 3.6768 -0.8741 0.35 -0.41 0.29 0.404
H -1.2240 5.5914 -0.3907 -0.03 -0.05 0.02 0.051
H 0.4253 5.9333 -0.9738 -0.31 0.10 -0.14 0.368
O 5.3576 -5.3379 5.9634 0.07 0.01 -0.20 -0.578
C 4.9548 -4.3917 5.3519 -0.04 0.23 0.85 0.431
O 5.2191 -4.1893 4.0500 0.05 -0.44 -0.53 -0.385
C 4.4059 -3.1613 3.5098 -0.22 1.48 0.02 0.240
C 3.9721 -2.2809 4.7012 -0.82 -1.06 -0.08 -0.318
C 4.1134 -3.2438 5.9044 0.36 0.71 -1.00 -0.405
H 3.5390 -3.5431 2.9663 0.09 -0.48 0.18 -0.013
H 4.9567 -2.5376 2.8055 0.35 -0.39 -0.02 0.091
H 2.9206 -2.0281 4.5673 0.14 0.44 0.00 0.151
H 4.5783 -1.3845 4.7702 0.02 0.02 0.13 0.276
H 3.1577 -3.6390 6.2375 0.03 0.03 0.21 0.262
H 4.6356 -2.7159 6.6969 -0.04 -0.48 0.38 0.271
O 4.2370 0.0793 1.7785 0.18 -0.12 -0.12 -0.602
C 4.8321 0.9085 1.1455 0.09 -0.23 -0.26 0.458
O 6.1603 1.1140 1.2764 -0.25 0.32 0.15 -0.395
C 6.5157 2.3567 0.6201 -0.03 -0.25 -0.29 -0.641
C 5.1906 3.0850 0.3747 0.28 -0.13 0.27 -0.507
C 4.2578 1.9005 0.1537 -0.31 0.18 0.73 0.677
H 6.9983 2.1038 -0.3263 0.14 0.04 0.08 0.297
H 7.2054 2.8798 1.2756 0.03 0.03 -0.05 0.350
H 5.2651 3.8006 -0.4397 -0.09 -0.03 -0.05 0.448
H 4.9239 3.6109 1.2943 -0.14 0.09 -0.11 0.280
H 4.2806 1.5148 -0.8617 0.14 -0.09 -0.01 0.204
H 3.2203 2.0284 0.4549 0.00 0.28 -0.25 -0.571
C -1.9517 -3.6759 1.8207 -0.33 -0.51 0.71 -1.107
C -1.9536 -4.0277 0.3573 0.66 -0.40 0.03 1.012
C -1.2806 -5.3790 0.0752 0.16 0.01 -0.13 -0.019
F 0.0260 -5.3021 0.4152 0.08 0.06 0.07 -0.199
F -1.8472 -6.3443 0.8277 -0.20 -0.08 0.11 -0.300
F -3.1965 -4.0759 -0.1578 -0.22 0.13 -0.03 -0.323
F -1.2349 -3.1041 -0.3383 -0.20 0.19 -0.09 -0.116
O -2.5897 -2.4178 1.9617 0.03 0.34 -0.01 -0.485
C -3.2145 -2.1693 3.1497 1.18 -0.03 -0.26 0.939
C -3.6054 -0.6842 3.1425 -0.93 -0.28 -0.27 0.159
F -3.9057 -0.2736 4.3864 0.13 -0.05 0.12 -0.298
F -2.5941 0.0479 2.6561 0.10 0.15 0.19 -0.089
F -4.2847 -2.9637 3.2970 -0.35 0.01 0.21 -0.297
F -2.3819 -2.4290 4.1885 -0.13 -0.04 -0.02 -0.323
H -0.9298 -3.6810 2.2051 0.06 0.35 -0.19 0.300
H -2.4792 -4.4396 2.3987 -0.14 -0.04 -0.28 0.651
H -1.3531 -5.6500 -0.9790 -0.09 0.06 -0.04 0.259
H -4.4943 -0.5677 2.5129 0.12 0.14 -0.03 0.198
C -5.1814 2.8311 -0.1197 -0.14 -0.06 -0.20 -1.339
C -3.8530 3.5420 0.1035 -0.23 -0.35 0.29 1.226
C -3.6416 3.9987 1.5478 -0.67 0.23 0.08 0.023
F -3.9500 3.0047 2.4187 0.20 -0.21 -0.13 -0.242
F -2.3675 4.3719 1.7427 0.12 0.01 0.03 -0.173
F -2.8790 2.6796 -0.2763 0.06 0.02 0.02 -0.110
F -3.7589 4.6519 -0.6628 0.10 0.09 -0.16 -0.360
O -6.2892 3.6493 0.2537 0.01 0.35 -0.11 -0.431
C -7.0658 4.1300 -0.7619 0.25 -0.13 0.16 0.908
C -8.1439 5.0242 -0.1522 0.07 0.16 0.63 0.196
F -8.8400 5.6456 -1.1174 -0.11 -0.16 -0.16 -0.262
F -8.9761 4.2547 0.5864 -0.08 0.02 -0.16 -0.245
F -6.3418 4.8649 -1.6346 -0.02 -0.09 -0.11 -0.290
F -7.6191 3.1149 -1.4574 0.00 0.03 -0.15 -0.291
H -5.2351 1.9466 0.5094 0.18 -0.05 -0.04 0.348
H -5.2210 2.5367 -1.1691 -0.05 0.01 0.02 0.562
H -4.3287 4.8264 1.7431 0.24 0.13 0.08 0.240
H -7.6949 5.7744 0.5038 0.05 -0.03 -0.08 0.254
C 1.7915 -1.6988 -1.5302 -0.20 0.04 -0.82 -1.143
C 3.2930 -1.8607 -1.3774 -0.63 -0.91 0.03 1.074
C 3.6946 -2.4766 -0.0434 0.75 1.21 0.60 0.556
F 3.0276 -3.6119 0.2012 -0.17 -0.39 -0.10 -0.260
F 5.0329 -2.7162 -0.0438 -0.07 -0.38 -0.28 -0.340
F 3.7126 -2.6392 -2.4081 0.16 0.18 -0.06 -0.360
F 3.9141 -0.6655 -1.4440 0.20 0.27 -0.26 -0.256
O 1.2365 -1.2204 -0.3205 0.01 0.06 0.49 -0.184
C 0.5008 -0.0925 -0.3518 0.06 -0.05 -0.37 0.545
C -0.2311 0.0352 0.9791 -0.42 -1.08 0.84 0.972
F 0.6073 -0.1359 2.0349 0.29 0.44 -0.29 -0.268
F -0.8571 1.2145 1.1002 0.28 0.24 -0.25 -0.228
F 1.2519 0.9986 -0.6391 0.01 0.03 0.03 -0.235
F -0.4390 -0.1671 -1.3338 -0.06 0.20 0.03 -0.229
H 1.3197 -2.6458 -1.7925 0.20 -0.17 0.31 0.197
H 1.5934 -1.0517 -2.3882 0.12 0.24 0.21 0.622
H 3.5412 -1.7245 0.7366 -0.38 -0.30 0.08 0.019
H -0.9533 -0.7802 1.0583 -0.17 0.16 -0.29 -0.572
C 0.2287 -3.2989 -5.6217 0.51 -0.65 -0.64 -0.978
C 1.2695 -2.2284 -5.9484 -0.19 -0.39 0.25 0.938
C 0.8154 -1.1926 -6.9734 0.11 0.89 0.35 0.284
F 1.8956 -0.4927 -7.3913 0.05 -0.13 -0.09 -0.276
F 0.2241 -1.7588 -8.0384 0.03 -0.39 -0.15 -0.287
F 1.6696 -1.5585 -4.8364 0.04 0.15 0.04 -0.211
F 2.3581 -2.9049 -6.3924 -0.12 0.03 -0.17 -0.344
O -1.1173 -2.9088 -5.4066 0.09 0.81 -0.05 -0.458
C -1.4246 -2.1759 -4.2976 0.04 -1.36 0.47 0.971
C -2.9452 -2.0333 -4.2466 -0.32 0.38 -0.66 0.004
F -3.3382 -1.7154 -3.0094 -0.04 -0.05 0.33 -0.171
F -3.3079 -1.0160 -5.0681 0.08 0.03 -0.09 -0.283
F -1.0394 -2.8721 -3.1823 0.09 0.16 -0.05 -0.146
F -0.8154 -0.9948 -4.2340 0.13 0.40 -0.13 -0.271
H 0.6309 -3.9496 -4.8429 -0.13 0.29 0.31 0.359
H 0.2073 -3.9149 -6.5225 -0.24 0.06 0.05 0.444
H 0.1240 -0.4864 -6.5110 -0.10 -0.07 0.01 0.221
H -3.4334 -2.9364 -4.6106 0.00 -0.15 0.25 0.243
```
Positions in Å, forces in eV/Å.


> Which formula does entry 2 have?

C32H34F32O10


> What is the calculated total energy in the first record?

-85163.13332 eV